1.
DFT (ωB97M-V/def2-TZVPD) results for a molecular structure, C18H23B2CrF7N5O7 at a distorted geometry.

Geometry as XYZ:
```
63
Properties=species:S:1:pos:R:3:lowdin_spin:R:1
Cr -0.20 -0.24 0.81 2.937
C -0.55 1.79 -3.78 0.026
C -0.35 1.08 -2.49 0.063
N 0.01 1.68 -1.43 0.421
O 0.01 2.90 -1.14 0.390
B 1.30 3.29 -0.24 0.009
F 2.39 2.94 -0.99 0.001
F 1.12 4.58 0.07 0.000
O 1.13 2.46 0.98 0.017
N 1.34 1.12 0.82 0.011
C 2.52 0.66 1.01 0.036
C 3.72 1.46 1.36 0.005
C 2.58 -0.83 0.88 0.031
N 1.41 -1.36 0.82 -0.031
O 1.29 -2.68 0.61 -0.005
B 0.98 -2.92 -0.87 0.000
F 0.85 -4.25 -1.06 0.000
F 1.97 -2.28 -1.62 0.001
O -0.35 -2.26 -1.21 0.011
N -0.28 -0.92 -1.22 -0.011
C -0.44 -0.40 -2.38 0.016
C -0.68 -1.22 -3.61 0.001
C 3.85 -1.59 0.82 0.004
H -0.62 2.87 -3.61 0.003
H -1.47 1.43 -4.25 0.005
H 0.27 1.59 -4.46 -0.002
H 3.48 2.51 1.46 0.000
H 4.48 1.34 0.59 0.002
H 4.14 1.08 2.29 0.001
H -0.29 -2.22 -3.46 0.000
H -0.21 -0.77 -4.48 0.000
H -1.75 -1.30 -3.80 0.001
H 4.34 -1.56 1.79 0.002
H 4.52 -1.13 0.09 0.001
H 3.65 -2.61 0.54 0.000
O -1.93 1.03 0.39 0.018
C -3.07 1.09 1.33 0.003
C -2.87 2.22 2.33 0.001
C -1.44 2.27 2.86 0.001
C -0.99 1.03 3.58 0.002
C -1.29 0.90 4.92 -0.001
C -0.79 -0.17 5.65 0.004
C 0.02 -1.08 5.01 -0.001
C 0.25 -0.93 3.67 0.005
N -0.25 0.09 2.94 -0.020
H -1.83 1.91 0.01 0.001
H -3.10 0.12 1.79 0.000
H -3.98 1.22 0.75 0.000
H -3.59 2.06 3.14 0.000
H -3.11 3.18 1.87 0.000
H -1.35 3.11 3.55 0.000
H -0.75 2.48 2.04 0.001
H -1.89 1.66 5.40 0.000
H -1.02 -0.27 6.70 0.000
H 0.45 -1.93 5.53 0.000
H 0.83 -1.67 3.14 0.001
F -4.14 -2.13 1.74 0.000
C -3.21 -3.10 1.88 -0.002
F -3.46 -3.74 3.02 -0.001
F -3.36 -3.96 0.87 0.000
C -1.79 -2.53 1.88 0.005
O -0.95 -3.05 2.57 0.014
O -1.68 -1.49 1.09 0.021
```

## Properties
charge = +1
Kohn-Sham gap (spin up / spin down) = 0.3093 / 0.2199 hartree
E_HOMO (spin up / spin down) = -12.69 / -12.69 eV
<S²> = 6.0396
2S+1 = 5
energy relative to the best compared isomer or geometry (same formula, charge and spin) = 11.05 kcal per mole
LUMO (spin up / spin down) = -4.270 / -6.704 eV


2.
DFT (ωB97M-V/def2-TZVPD) results for 2 unconnected molecules or ions with the total composition C18H23F10N4O4S at a distorted geometry.

Geometry as XYZ:
```
60
Properties=species:S:1:pos:R:3:nbo_charge:R:1
C 0.43 -4.71 -0.70 -0.615
C -0.59 -3.55 -0.58 -0.249
N 0.13 -2.35 -0.21 -0.460
C -0.23 -1.15 -0.50 0.724
N -1.36 -0.84 -1.21 -0.250
C -1.47 0.61 -1.57 -0.204
C -2.63 0.87 -2.51 -0.520
C -3.76 1.72 -1.95 0.985
F -3.54 2.18 -0.72 -0.322
F -3.94 2.80 -2.74 -0.321
F -4.93 1.07 -1.96 -0.320
N -2.60 -1.27 -0.66 -0.391
C -3.36 -2.27 -1.42 -0.424
C -2.74 -1.32 0.79 0.722
C -3.56 -0.20 1.39 -0.718
O -2.31 -2.22 1.47 -0.513
N 0.67 -0.09 -0.12 -0.730
C 2.00 -0.25 -0.74 0.172
C 2.20 0.25 -1.97 -0.249
C 3.40 0.13 -2.58 -0.166
C 4.44 -0.50 -1.96 -0.172
C 4.23 -1.01 -0.72 -0.183
C 3.03 -0.89 -0.12 -0.289
S 0.70 0.12 1.54 2.230
O 1.10 -1.04 2.27 -0.888
O -0.57 0.62 1.95 -0.915
C 1.94 1.47 1.90 0.430
F 3.02 0.87 2.39 -0.278
F 2.32 2.15 0.82 -0.290
C 1.43 2.47 2.98 0.562
F 2.53 3.09 3.42 -0.295
F 0.91 1.85 4.03 -0.272
C 0.47 3.59 2.42 0.926
F 1.22 4.64 2.09 -0.294
F -0.41 3.95 3.32 -0.276
F -0.16 3.19 1.31 -0.312
H 1.36 -4.29 -1.09 0.208
H 0.67 -5.10 0.28 0.226
H 0.08 -5.48 -1.37 0.245
H -1.03 -3.44 -1.57 0.220
H -1.33 -3.84 0.16 0.261
H 0.99 -2.50 0.31 0.454
H -0.56 0.85 -2.11 0.213
H -1.46 1.23 -0.67 0.237
H -2.26 1.38 -3.39 0.259
H -3.08 -0.04 -2.90 0.251
H -3.34 -3.25 -0.94 0.207
H -2.96 -2.30 -2.42 0.223
H -4.40 -1.97 -1.50 0.229
H -3.91 -0.48 2.37 0.254
H -3.02 0.74 1.38 0.265
H -4.44 -0.07 0.76 0.241
H 1.45 0.79 -2.52 0.223
H 3.54 0.54 -3.56 0.232
H 5.41 -0.58 -2.43 0.237
H 5.05 -1.51 -0.24 0.235
H 2.93 -1.33 0.86 0.244
O 4.28 5.83 3.60 -0.931
H 3.69 5.14 3.29 0.463
H 4.33 5.69 4.55 0.470
```

## Properties
charge = +1
Kohn-Sham gap = 0.3232 hartree
E_HOMO = -13.08 eV
LUMO = -4.289 eV


3.
DFT (ωB97M-V/def2-TZVPD) results for a single C18H23F2N5O3S molecule.

Geometry as XYZ:
```
52
Properties=species:S:1:pos:R:3:nbo_charge:R:1
H 3.70 2.86 1.81 0.338
N 2.89 3.46 1.95 -0.725
C 1.83 2.97 1.46 0.289
N 1.62 1.78 0.80 -0.601
C 0.31 1.54 0.39 0.068
C 0.02 0.28 -0.30 0.180
N 1.02 -0.47 -0.53 -0.161
O 0.72 -1.65 -1.17 -0.411
C 1.93 -2.34 -1.47 -0.247
C -1.43 0.00 -0.67 0.630
O -2.14 0.88 -1.12 -0.597
N -1.87 -1.25 -0.40 -0.594
C -3.21 -1.63 -0.71 0.099
C -3.46 -2.93 -1.41 -0.423
C -3.74 -1.63 -2.11 -0.223
C -5.16 -1.12 -2.06 -0.213
N -5.50 -1.18 -0.64 -0.435
C -6.77 -1.46 -0.24 0.692
O -7.69 -1.49 -1.04 -0.625
C -7.01 -1.74 1.23 -0.495
C -6.82 -3.23 1.53 -0.390
C -7.18 -3.57 2.96 -0.202
C -8.71 -3.58 3.24 -0.478
C -8.65 -5.11 3.22 0.705
F -9.29 -5.76 4.23 -0.340
F -9.13 -5.64 2.06 -0.345
C -7.13 -5.09 3.28 -0.471
C -4.31 -1.13 0.20 -0.210
C -0.54 2.52 0.72 -0.384
S 0.27 3.81 1.56 0.350
H 2.36 1.12 0.60 0.428
H 1.63 -3.26 -1.96 0.197
H 2.54 -1.74 -2.15 0.188
H 2.48 -2.56 -0.56 0.184
H -1.19 -1.95 -0.18 0.420
H -2.59 -3.48 -1.75 0.227
H -4.30 -3.54 -1.08 0.223
H -3.10 -1.32 -2.93 0.240
H -5.21 -0.10 -2.44 0.209
H -5.88 -1.73 -2.62 0.233
H -6.36 -1.13 1.87 0.209
H -8.04 -1.45 1.43 0.237
H -7.44 -3.81 0.84 0.224
H -5.78 -3.52 1.34 0.198
H -6.61 -2.95 3.66 0.206
H -8.98 -3.21 4.23 0.232
H -9.36 -3.14 2.48 0.229
H -6.63 -5.73 2.56 0.224
H -6.77 -5.31 4.29 0.231
H -4.43 -1.76 1.09 0.204
H -4.08 -0.11 0.52 0.209
H -1.59 2.56 0.48 0.268
```

## Properties
Kohn-Sham gap = 0.2896 hartree
E_HOMO = -7.96 eV
structure (SMILES) = [H]/N=c1\[nH]c(/C(=N/OC)C(=O)N[C@]23C[C@H]2CN(C(=O)CCC2CC(F)(F)C2)C3)cs1
energy relative to the best compared isomer or geometry (same formula, charge and spin) = 1.20 kcal per mole
LUMO = -0.076 eV